Record 1
{
  "formula": "C2H6N2S",
  "method": "ωB97M-V with the def2-TZVPD basis set",
  "e_homo_ha": -0.315,
  "gap_ev": 8.458,
  "molar_mass_g_mol": 90.15,
  "lumo_energy_ev": -0.103,
  "energy_ha": -587.22237,
  "e_above_lowest_kcal_mol": 176.7,
  "multiplicity": 1,
  "elements": ["C", "C", "H", "H", "H", "H", "H", "H", "N", "N", "S"],
  "coordinates": [[-0.819, 0.381, -0.381], [0.143, -0.209, 0.675], [0.141, 1.962, -1.956], [-1.637, 2.202, -0.595], [-0.703, -0.483, -1.306], [-1.816, 0.611, -0.126], [0.486, 0.495, 1.705], [2.554, -2.949, 0.537], [-0.457, 1.890, -0.563], [0.817, -1.305, 0.379], [1.291, -2.596, 1.630]],
  "mulliken_charge": [-0.376, 0.041, 0.250, 0.272, 0.239, 0.245, 0.285, 0.186, -0.611, -0.382, -0.150]
}



Record 2
{
  "formula": "C38H26Cl2LuN6O7S",
  "method": "ωB97M-V with the def2-TZVPD basis set",
  "e_homo_ha": -0.097,
  "gap_ev": 4.198,
  "molar_mass_g_mol": 956.60,
  "total_charge": -1,
  "lumo_energy_ev": 1.562,
  "energy_ha": -4872.97981,
  "multiplicity": 1,
  "elements": ["Lu", "O", "C", "C", "C", "C", "C", "C", "C", "N", "N", "C", "O", "C", "C", "C", "C", "C", "C", "H", "H", "H", "H", "H", "H", "H", "H", "H", "H", "O", "C", "O", "C", "C", "C", "N", "C", "C", "C", "C", "C", "C", "C", "N", "C", "C", "C", "C", "C", "N", "H", "H", "H", "H", "H", "H", "H", "H", "H", "H", "Cl", "C", "Cl", "H", "H", "O", "C", "N", "S", "O", "O", "C", "C", "C", "C", "C", "C", "H", "H", "H", "H"],
  "coordinates": [[-0.442, -1.097, -0.946], [0.490, -2.832, -0.289], [0.484, -3.455, 0.834], [0.162, -4.834, 0.938], [0.264, -5.497, 2.123], [0.588, -4.830, 3.323], [0.873, -3.479, 3.339], [0.757, -2.776, 2.099], [0.905, -1.397, 2.213], [0.552, -0.520, 1.302], [0.670, 0.723, 1.719], [0.603, 1.811, 1.092], [0.783, 0.801, -1.326], [0.706, 3.041, 1.889], [-0.400, 3.782, 2.280], [-0.216, 4.917, 3.083], [1.081, 5.289, 3.474], [2.173, 4.500, 3.106], [1.997, 3.336, 2.329], [-0.070, -5.356, 0.003], [0.100, -6.561, 2.171], [0.707, -5.386, 4.265], [1.225, -3.002, 4.257], [1.300, -1.014, 3.154], [-1.401, 3.436, 2.073], [-1.076, 5.467, 3.412], [1.220, 6.166, 4.118], [3.157, 4.817, 3.418], [2.794, 2.651, 2.064], [2.759, 5.453, -1.086], [3.647, 4.708, -1.420], [4.756, 4.403, -1.785], [2.535, 2.834, -1.305], [1.324, 3.097, -0.927], [0.453, 2.006, -0.507], [1.892, -0.006, -0.779], [3.040, 0.487, -1.052], [3.435, 1.822, -1.401], [4.092, -0.514, -0.797], [5.319, -0.518, -1.472], [6.252, -1.511, -1.187], [5.950, -2.459, -0.217], [4.683, -2.413, 0.375], [3.770, -1.494, 0.070], [-1.007, 2.150, -0.841], [-1.752, 3.317, -0.597], [-3.009, 3.491, -1.197], [-3.543, 2.468, -2.024], [-2.749, 1.344, -2.186], [-1.587, 1.146, -1.547], [0.929, 4.116, -0.956], [4.455, 1.984, -1.726], [5.515, 0.227, -2.221], [7.180, -1.518, -1.751], [6.651, -3.267, 0.027], [4.316, -3.183, 1.106], [-1.321, 4.102, 0.009], [-3.596, 4.392, -1.016], [-4.502, 2.497, -2.555], [-3.074, 0.559, -2.867], [-0.105, -1.498, -3.631], [0.850, -2.990, -4.163], [2.333, -3.091, -3.213], [1.095, -2.795, -5.200], [0.181, -3.844, -4.058], [-3.516, -2.079, -3.134], [-3.590, -2.097, -1.910], [-2.538, -2.342, -0.998], [-2.955, -1.833, 0.532], [-2.018, -0.682, 0.705], [-2.983, -2.769, 1.637], [-4.665, -1.442, 0.126], [-5.772, -1.082, 0.886], [-7.034, -0.988, 0.321], [-7.205, -1.239, -1.049], [-6.122, -1.512, -1.838], [-4.857, -1.703, -1.227], [-5.665, -0.934, 1.963], [-7.856, -0.714, 0.955], [-8.185, -1.136, -1.489], [-6.189, -1.656, -2.902]],
  "mulliken_charge": [1.801, -0.500, 0.218, -0.587, -0.537, -0.550, -0.984, 1.128, -0.778, 1.519, -1.083, 0.348, -0.686, -0.222, -0.004, -0.952, -0.518, -0.845, -0.499, 0.353, 0.416, 0.330, 0.355, 0.188, 0.648, 0.417, 0.353, 0.395, 0.465, -0.538, 0.688, -0.557, -0.758, -1.431, 2.984, 0.382, 0.559, -1.377, 0.250, -0.723, -0.467, -0.745, -0.006, -0.036, -0.106, -0.574, -0.907, -1.118, -0.371, 0.210, 0.306, 0.366, 0.414, 0.408, 0.334, 0.328, 0.787, 0.422, 0.393, 0.558, -0.055, -0.453, -0.041, 0.379, 0.303, -0.663, 0.200, -0.454, 1.131, -0.602, -0.662, 0.158, -0.643, -0.520, -0.497, -0.698, 0.496, 0.434, 0.412, 0.396, 0.513]
}



Record 3
{
  "formula": "C3HCl3O",
  "method": "ωB97M-V with the def2-TZVPD basis set",
  "e_homo_ha": [-0.333, -0.336],
  "gap_ev": [8.044, 8.176],
  "molar_mass_g_mol": 159.40,
  "lumo_energy_ev": [-1.024, -0.966],
  "energy_ha": -1570.59592,
  "e_above_lowest_kcal_mol": 77.2,
  "multiplicity": 1,
  "elements": ["C", "C", "C", "O", "Cl", "Cl", "Cl", "H"],
  "coordinates": [[0.111, 0.115, 0.850], [-1.133, 0.429, 1.066], [-2.594, 0.682, -0.949], [-2.209, 0.324, -1.998], [1.329, 0.091, 2.110], [-2.027, 0.930, 2.369], [-3.997, 1.365, -0.401], [0.483, -0.165, -0.122]],
  "mulliken_charge": [-0.064, -0.073, 0.422, -0.302, -0.179, -0.105, -0.038, 0.339]
}



Record 4
{
  "formula": "C5H7N",
  "method": "ωB97M-V with the def2-TZVPD basis set",
  "e_homo_ha": [-0.326, -0.320],
  "gap_ev": [8.168, 8.094],
  "molar_mass_g_mol": 81.12,
  "lumo_energy_ev": [-0.711, -0.614],
  "energy_ha": -249.25525,
  "e_above_lowest_kcal_mol": 136.8,
  "multiplicity": 1,
  "elements": ["N", "C", "C", "C", "C", "C", "H", "H", "H", "H", "H", "H", "H"],
  "coordinates": [[-2.349, -1.706, 0.131], [-1.226, -1.429, 0.201], [0.230, -1.234, 0.345], [0.645, 0.190, 0.630], [-1.373, 0.953, -0.729], [1.673, 0.803, 0.039], [0.723, -1.601, -0.563], [0.558, -1.880, 1.170], [0.118, 0.676, 1.448], [-1.932, 1.833, -0.345], [-1.353, 1.104, -1.829], [2.227, 0.338, -0.774], [1.990, 1.795, 0.346]],
  "mulliken_charge": [-0.454, 0.344, -0.420, -0.123, -0.408, -0.700, 0.256, 0.305, 0.347, 0.165, 0.172, 0.246, 0.268]
}



Record 5
{
  "formula": "C37H43AsBrN2O7PS2V",
  "method": "ωB97M-V with the def2-TZVPD basis set",
  "e_homo_ha": [-0.009, -0.068],
  "gap_ev": [4.123, 5.727],
  "molar_mass_g_mol": 928.64,
  "total_charge": -2,
  "lumo_energy_ev": [3.889, 3.889],
  "energy_ha": -8963.63303,
  "multiplicity": 4,
  "elements": ["V", "C", "O", "C", "C", "C", "C", "C", "C", "N", "N", "C", "O", "C", "C", "C", "C", "C", "C", "C", "O", "H", "H", "H", "H", "H", "H", "H", "H", "H", "H", "H", "H", "C", "C", "C", "O", "P", "S", "S", "O", "C", "C", "C", "H", "H", "H", "H", "H", "H", "H", "H", "H", "H", "H", "H", "H", "H", "Br", "C", "C", "C", "C", "C", "C", "C", "O", "O", "H", "H", "H", "H", "C", "As", "C", "C", "C", "C", "C", "C", "C", "C", "H", "H", "H", "H", "H", "H", "H", "H", "H", "H", "H", "H", "H"],
  "coordinates": [[-0.100, -0.717, 0.139], [2.973, -3.817, -1.205], [2.849, -3.291, -2.508], [1.540, -3.053, -2.931], [1.235, -3.466, -4.219], [-0.047, -3.319, -4.722], [-1.046, -2.839, -3.899], [-0.770, -2.384, -2.602], [-1.817, -2.100, -1.683], [-1.566, -1.704, -0.452], [-2.462, -1.944, 0.513], [-1.820, -1.901, 1.675], [-0.544, -1.706, 1.672], [-2.537, -2.160, 2.914], [-3.938, -2.191, 2.935], [-4.610, -2.463, 4.104], [-3.910, -2.695, 5.283], [-2.522, -2.640, 5.278], [-1.838, -2.381, 4.110], [0.585, -2.380, -2.129], [0.920, -1.854, -0.992], [4.038, -3.805, -0.970], [2.609, -4.853, -1.159], [2.427, -3.210, -0.476], [2.022, -3.907, -4.813], [-0.261, -3.622, -5.739], [-2.070, -2.818, -4.240], [-2.835, -2.389, -1.937], [-4.464, -1.997, 2.014], [-5.693, -2.493, 4.110], [-4.442, -2.905, 6.202], [-1.973, -2.797, 6.199], [-0.758, -2.344, 4.103], [-3.788, 1.322, 1.060], [-3.910, 2.687, 0.386], [-2.577, 3.420, 0.316], [-4.528, 2.544, -0.877], [-3.743, 2.399, -2.324], [-3.438, 4.187, -3.100], [-2.254, 1.072, -2.263], [-5.005, 1.839, -3.184], [-5.937, 0.816, -2.893], [-5.374, -0.312, -2.041], [-7.183, 1.430, -2.250], [-3.303, 1.411, 2.029], [-3.187, 0.657, 0.440], [-4.774, 0.880, 1.205], [-4.619, 3.311, 0.962], [-1.843, 2.811, -0.208], [-2.219, 3.624, 1.325], [-2.697, 4.356, -0.229], [-6.208, 0.410, -3.884], [-5.137, 0.042, -1.042], [-4.459, -0.691, -2.490], [-6.105, -1.117, -1.964], [-6.924, 1.804, -1.262], [-7.970, 0.681, -2.164], [-7.543, 2.259, -2.856], [0.318, 0.463, 3.762], [0.921, 2.135, 3.083], [1.490, 3.046, 3.953], [1.984, 4.247, 3.465], [1.867, 4.539, 2.108], [1.280, 3.634, 1.249], [0.811, 2.404, 1.717], [0.196, 1.396, 0.809], [0.747, 1.117, -0.288], [-0.856, 0.837, 1.176], [1.557, 2.803, 5.003], [2.464, 4.945, 4.140], [2.246, 5.475, 1.721], [1.159, 3.869, 0.201], [3.398, -0.151, -1.840], [3.103, -0.119, 0.090], [3.756, 1.742, 0.233], [4.886, -1.004, 0.703], [6.134, -0.448, 0.168], [6.691, -0.934, -1.017], [7.858, -0.405, -1.530], [8.508, 0.628, -0.871], [7.962, 1.134, 0.297], [6.796, 0.602, 0.811], [4.297, 0.410, -2.106], [2.529, 0.316, -2.301], [3.480, -1.161, -2.230], [4.775, 1.816, -0.147], [3.723, 2.148, 1.243], [3.100, 2.340, -0.396], [4.781, -2.059, 0.436], [4.861, -0.915, 1.794], [6.187, -1.745, -1.525], [8.266, -0.793, -2.455], [9.432, 1.034, -1.261], [8.449, 1.956, 0.806], [6.389, 0.997, 1.732]],
  "mulliken_charge": [-0.944, -0.360, -0.568, -0.307, -0.488, -0.664, -0.819, 0.317, -1.172, 1.832, -1.012, 0.559, -0.776, 0.378, -0.298, -0.723, -0.343, -0.850, -0.292, 0.993, -0.106, 0.242, 0.331, -0.110, 0.425, 0.350, 0.369, 0.176, 0.510, 0.375, 0.361, 0.372, 0.575, -0.865, 0.408, -1.382, -0.396, 0.593, -0.625, -0.404, -0.451, 0.510, -0.904, -1.330, 0.673, -0.425, 0.398, 0.169, 0.063, 0.553, 0.392, 0.382, 0.037, 0.045, 0.559, 0.177, 0.440, 0.327, -0.159, 0.535, -0.600, -0.566, -0.672, -0.488, 0.483, 0.791, -0.760, 0.242, 0.432, 0.370, 0.386, 0.513, -1.161, 0.757, -1.397, -1.528, 0.720, -0.167, -0.686, -0.440, -0.550, -0.378, 0.559, 0.348, 0.172, 0.623, 0.231, 0.395, 0.441, 0.558, 0.298, 0.373, 0.355, 0.360, 0.334]
}



Record 6
{
  "formula": "C3H7N3O2",
  "method": "ωB97M-V with the def2-TZVPD basis set",
  "e_homo_ha": -0.378,
  "gap_ev": 10.903,
  "molar_mass_g_mol": 117.11,
  "lumo_energy_ev": 0.616,
  "smiles": "CC(=O)NC(=O)NN",
  "energy_ha": -433.26558,
  "e_above_lowest_kcal_mol": 35.9,
  "multiplicity": 1,
  "elements": ["C", "C", "O", "N", "C", "O", "N", "N", "H", "H", "H", "H", "H", "H", "H"],
  "coordinates": [[-1.445, 1.481, -0.163], [-1.694, -0.010, 0.034], [-2.780, -0.501, -0.077], [-0.605, -0.856, 0.282], [0.788, -0.610, 0.075], [1.519, -1.521, -0.296], [1.224, 0.696, 0.170], [2.627, 0.879, 0.040], [-1.628, 2.006, 0.791], [-2.261, 1.847, -0.843], [-0.499, 1.769, -0.642], [-0.844, -1.824, 0.286], [0.888, 1.064, 1.082], [3.051, -0.076, 0.111], [2.770, 1.187, -0.914]],
  "mulliken_charge": [-0.940, 0.524, -0.561, -0.135, 0.531, -0.630, -0.075, -0.799, 0.247, 0.307, 0.419, 0.242, 0.295, 0.312, 0.263]
}